1.
Computed, not measured: 3 unconnected molecules or ions with the total composition C18H43Br2F3N3O3P2, with wB97M-V/def2-TZVPD.

The value obtained for the HOMO-LUMO gap is 0.21082 Eh. The LUMO energy is 0.0754 hartree. Its charge is -1. The highest occupied orbital energy is -3.7 eV.

Each line ends with the Mulliken charge.
CARTESIAN COORDINATES (ANGSTROEM)
N1 7.70703 2.03303 -1.93244  -0.61
P1 7.19811 1.42159 -3.44671  -0.12
O1 8.56979 1.73783 -4.34386  -0.42
P2 5.79472 3.02631 -4.22822  0.92
C1 4.38503 1.78922 -4.53310  -1.43
C2 3.43175 1.54041 -3.36460  -0.83
C3 2.36600 2.57295 -3.05957  0.29
F1 2.81531 3.84175 -2.91938  -0.23
Br1 1.57470 2.06649 -1.30417  -0.14
C4 1.17700 2.61242 -4.05337  0.60
F2 0.11963 3.29196 -3.52309  -0.22
F3 0.76465 1.34838 -4.34162  -0.22
Br2 1.62709 3.53800 -5.69183  -0.12
O2 7.09845 4.22666 -3.92588  -0.48
C5 6.64924 5.52941 -3.91879  -0.39
C6 5.18373 5.56381 -4.41129  -0.36
O3 4.88161 4.30724 -4.94490  -0.40
H1 7.36014 1.46299 -1.18190  0.27
H2 7.48526 3.01283 -1.80139  0.30
H3 8.64421 1.04018 -4.98276  0.31
H4 6.38260 2.72970 -5.52763  -0.30
H5 5.32987 3.34361 -2.88978  -0.15
H6 3.86635 2.02525 -5.45476  0.56
H7 4.88125 0.83392 -4.70198  0.42
H8 4.01296 1.39201 -2.46011  0.37
H9 2.88878 0.61436 -3.54301  0.56
H10 6.70413 6.00795 -2.93343  0.22
H11 7.25154 6.15155 -4.59235  0.22
H12 4.48854 5.81648 -3.60506  0.14
H13 5.04185 6.30010 -5.20152  0.30
C7 1.86895 -2.41651 3.47602  -1.48
C8 1.17442 -1.27323 2.75097  -0.34
N2 0.19624 -1.72850 1.78372  0.16
C9 -0.24001 -0.69116 0.86427  -0.73
C10 -1.00949 0.50524 1.43714  -1.00
C11 -0.84012 -2.59894 2.30136  -0.95
C12 -1.69739 -2.08484 3.46623  -0.69
H14 2.28762 -3.12664 2.76215  0.33
H15 2.68366 -2.02491 4.08624  0.44
H16 1.19185 -2.95419 4.14163  0.30
H17 1.92902 -0.70185 2.20536  0.47
H18 0.74671 -0.58500 3.49865  0.27
H19 -0.84289 -1.15752 0.08062  0.23
H20 0.64869 -0.30929 0.35598  0.45
H21 -2.02577 0.23986 1.72981  0.24
H22 -1.08559 1.28441 0.67627  0.41
H23 -0.50441 0.94043 2.30029  0.27
H24 -0.37344 -3.53725 2.61430  0.40
H25 -1.49248 -2.87356 1.46844  0.38
H26 -1.09188 -1.65682 4.26628  0.46
H27 -2.26554 -2.91443 3.89505  0.35
H28 -2.41776 -1.33356 3.14365  -0.02
C13 -6.20457 -2.90463 5.16269  -1.59
C14 -5.83332 -2.29518 3.81899  -0.10
N3 -5.87167 -3.25195 2.73075  0.15
C15 -5.23204 -2.77401 1.51730  -0.05
C16 -5.84320 -1.55676 0.81263  -1.16
C17 -7.13055 -3.95224 2.55801  -0.75
C18 -8.40028 -3.11515 2.35078  -0.94
H29 -5.59737 -3.78757 5.36606  0.34
H30 -6.02823 -2.17830 5.95684  0.46
H31 -7.25629 -3.19047 5.20991  0.32
H32 -4.81004 -1.91887 3.89231  0.25
H33 -6.47650 -1.41970 3.63453  0.26
H34 -5.17563 -3.60439 0.80874  0.39
H35 -4.19406 -2.53416 1.76945  -0.26
H36 -6.77891 -1.79956 0.31071  0.30
H37 -5.15344 -1.19291 0.04870  0.46
H38 -6.02601 -0.73392 1.50417  0.27
H39 -7.28459 -4.58890 3.43360  0.40
H40 -7.01443 -4.64455 1.72093  0.36
H41 -8.47843 -2.30678 3.07893  0.25
H42 -9.28033 -3.74984 2.47392  0.38
H43 -8.45175 -2.68031 1.35411  0.26



2.
Computed, not measured: a single C5H15NSi molecule in a non-equilibrium geometry, with wB97M-V/def2-TZVPD.

The value obtained for the HOMO-LUMO gap is 0.32890 Eh. The calculation puts the energy above the lowest of the compared OMol25 structures with the same formula, charge and spin at 130.5 kJ/mol. The LUMO energy is 0.0315 hartree. Its SMILES is CC[Si@H](C)N(C)C. The highest occupied orbital energy is -8.1 eV.

Each line ends with the Mulliken charge.
CARTESIAN COORDINATES (ANGSTROEM)
C1 -1.55227 0.76239 1.73047  -1.04
C2 2.29164 -0.01763 0.26113  -0.96
C3 0.99112 -2.06390 -0.29536  -1.03
C4 -1.46992 -0.55205 -1.75788  -1.04
C5 -0.76239 1.53312 0.74230  -0.51
N1 1.01777 -0.59140 -0.04553  0.23
Si1 -0.19830 0.44808 -0.85045  0.27
H1 -2.51490 0.25793 1.32779  0.24
H2 -1.01499 -0.15124 2.03005  0.28
H3 -1.82145 1.39553 2.67068  0.30
H4 2.17274 0.82638 0.97367  0.26
H5 2.97075 -0.79977 0.78774  0.28
H6 2.71111 0.60286 -0.52952  0.33
H7 1.58497 -2.39679 -1.14410  0.29
H8 1.50833 -2.52763 0.57667  0.38
H9 -0.02940 -2.23668 -0.40340  0.31
H10 -1.82058 -1.39196 -1.13739  0.38
H11 -2.33646 0.12047 -1.94176  0.35
H12 -0.87515 -1.02574 -2.71693  0.24
H13 0.10957 1.98407 1.29004  0.22
H14 -1.28186 2.36450 0.32597  0.41
H15 0.54949 1.65276 -1.63160  -0.17



3.
Computed, not measured: 2 unconnected molecules or ions with the total composition C6H7NS2 in a non-equilibrium geometry, with wB97M-V/def2-TZVPD.

The value obtained for the HOMO-LUMO gap is 0.31445 Eh. The calculation puts the energy above the lowest of the compared OMol25 structures with the same formula, charge and spin at 277.8 kJ/mol. The LUMO energy is 0.0121 hartree. The highest occupied orbital energy is -8.2 eV.

Each line ends with the Mulliken charge.
CARTESIAN COORDINATES (ANGSTROEM)
C1 -0.62657 1.18366 1.45419  -0.75
C2 -1.96102 1.01178 1.66524  -0.31
C3 -0.19946 0.41076 0.39588  0.12
C4 -1.11591 -0.25078 -0.36145  0.52
C5 1.97979 0.16906 0.21172  0.13
C6 -0.94204 -1.40789 -1.33339  -1.25
N1 2.44167 0.01580 -0.97884  -0.31
S1 2.84412 0.31642 1.58399  -0.31
S2 -2.70346 0.05148 0.46851  -0.19
H1 -0.05991 1.72790 2.11986  0.45
H2 -2.47470 1.56549 2.46283  0.37
H3 0.06491 -1.90805 -1.17897  0.29
H4 -1.78153 -2.02803 -1.30839  0.42
H5 -0.83402 -1.09433 -2.31086  0.36
H6 1.94653 -0.09114 -1.84002  0.23
H7 3.42160 0.32786 -1.05028  0.23



4.
Computed, not measured: 2 unconnected molecules or ions with the total composition CH7NOS, with wB97M-V/def2-TZVPD.

The value obtained for the HOMO-LUMO gap (spin up / spin down) is 0.11271 / 0.34812 Eh. The calculation puts the energy above the lowest of the compared OMol25 structures with the same formula, charge and spin at 0.0 kJ/mol. The LUMO energy (spin up / spin down) is 0.1445 / 0.1450 hartree. Its charge is -1. The highest occupied orbital energy (spin up / spin down) is 0.9 / -5.5 eV. As for the spin multiplicity: 2. Its expectation value of S² is 0.75.

Each line ends with the Mulliken charge.
CARTESIAN COORDINATES (ANGSTROEM)
S1 1.40216 -1.17511 -2.38176  -1.41
H1 1.73409 0.08624 -2.02734  0.33
H2 0.11081 -0.81605 -2.61001  0.38
N1 -1.19311 1.62828 2.49378  -0.57
C1 -1.31823 0.81877 1.31285  -1.14
O1 -0.24796 -0.11335 1.21331  0.03
H3 -1.05546 1.03866 3.30561  0.24
H4 -0.35808 2.19322 2.39552  0.29
H5 -2.26175 0.27598 1.31216  0.34
H6 -1.31162 1.48417 0.43347  0.41
H7 -0.23445 -0.39237 0.27866  0.10



5.
Computed, not measured: a molecular structure, C3H5AlO4 in a non-equilibrium geometry, with wB97M-V/def2-TZVPD.

The value obtained for the HOMO-LUMO gap (spin up / spin down) is 0.31133 / 0.18371 Eh. The calculation puts the energy above the lowest of the compared OMol25 structures with the same formula, charge and spin at 238.4 kJ/mol. The LUMO energy (spin up / spin down) is -0.1991 / -0.3266 hartree. Its charge is +1. The highest occupied orbital energy (spin up / spin down) is -13.9 / -13.9 eV. As for the spin multiplicity: 2. Its expectation value of S² is 0.75.

Each line ends with the Mulliken charge.
CARTESIAN COORDINATES (ANGSTROEM)
H1 0.70869 -0.32189 -1.12660  0.26
C1 1.27810 -0.91098 -0.29925  -0.05
C2 0.34331 -0.61146 0.84512  -0.51
O1 2.47104 -0.23427 -0.25997  0.00
H2 1.45776 -2.00620 -0.27015  0.29
H3 0.84358 -0.29987 1.77041  0.31
H4 -0.18969 -1.51403 1.17393  0.34
Al1 3.67635 -0.04776 0.56614  0.64
O2 -0.73569 0.41738 0.57392  -0.36
C3 -1.55277 0.11999 -0.40224  0.67
O3 -1.54194 -0.92069 -1.04048  -0.54
O4 -2.04547 1.24960 -0.90807  -0.42
H5 -2.76927 1.04150 -1.51128  0.36



6.
Computed, not measured: a single C7H7Br2IO molecule in a non-equilibrium geometry, with wB97M-V/def2-TZVPD.

The value obtained for the HOMO-LUMO gap is 0.30833 Eh. The calculation puts the energy above the lowest of the compared OMol25 structures with the same formula, charge and spin at 32.2 kJ/mol. The LUMO energy is -0.0168 hartree. Its SMILES is O[C@@H]1C(I)=CC=C[C@]1(Br)CBr. The highest occupied orbital energy is -8.8 eV.

Each line ends with the Mulliken charge.
CARTESIAN COORDINATES (ANGSTROEM)
C1 -0.00721 -1.88103 -0.71290  -0.71
C2 -1.42912 -1.47720 -0.50353  -0.33
C3 0.92421 -0.93567 -0.67211  -0.25
C4 -1.86075 -0.21486 -0.02890  -0.44
C5 -0.82636 0.68557 0.55255  -0.30
C6 0.68441 0.52975 -0.41813  0.53
C7 1.77708 1.27327 0.33658  -0.95
O1 -0.62419 0.42342 1.89583  -0.53
Br1 0.18466 1.46946 -2.18504  -0.10
Br2 1.67966 2.96205 1.09920  -0.09
I1 -3.97370 0.16889 0.05246  0.07
H1 0.24691 -2.90441 -0.74103  0.50
H2 -2.09382 -2.09719 -0.96497  0.48
H3 2.01781 -1.05972 -0.99495  0.25
H4 -1.25370 1.69173 0.63173  0.67
H5 2.55244 1.38428 -0.37779  0.47
H6 2.20805 0.48119 1.09803  0.33
H7 -0.20638 -0.49952 1.93297  0.42



7.
Computed, not measured: a molecular structure, C6H10O, with wB97M-V/def2-TZVPD.

The value obtained for the HOMO-LUMO gap is 0.30484 Eh. The calculation puts the energy above the lowest of the compared OMol25 structures with the same formula, charge and spin at 296.0 kJ/mol. The LUMO energy is 0.0116 hartree. The highest occupied orbital energy is -8.0 eV.

Each line ends with the Mulliken charge.
CARTESIAN COORDINATES (ANGSTROEM)
C1 -1.44961 1.51029 -0.30273  -1.44
C2 -0.40014 0.43438 -0.44659  1.01
C3 1.26782 0.64336 0.61523  -0.85
C4 1.50662 -0.46627 -0.22354  0.04
C5 0.62145 -1.64497 0.06908  -0.43
C6 -0.70637 -0.89685 0.28276  -0.86
O1 0.17790 0.29928 -1.59466  -0.69
H1 -2.37525 1.12740 -0.75516  0.37
H2 -1.14974 2.40876 -0.84569  0.36
H3 -1.65505 1.75458 0.74413  0.31
H4 0.99459 0.44830 1.65035  0.26
H5 1.83138 1.55628 0.44095  0.31
H6 2.30468 -0.52047 -0.95883  0.32
H7 0.95721 -2.18840 0.95980  0.30
H8 0.58747 -2.33573 -0.77455  0.29
H9 -1.56317 -1.38372 -0.19955  0.39
H10 -0.94979 -0.74623 1.33901  0.30



8.
Computed, not measured: 8 unconnected molecules or ions with the total composition C24H70N6O8 in a non-equilibrium geometry, with wB97M-V/def2-TZVPD.

The value obtained for the HOMO-LUMO gap is 0.34813 Eh. The calculation puts the energy above the lowest of the compared OMol25 structures with the same formula, charge and spin at 212.9 kJ/mol. The LUMO energy is 0.0262 hartree. Its SMILES is COC[C@H](C)N.COC[C@H](C)N.COC[C@H](C)N.COC[C@H](C)N.COC[C@H](C)N.COC[C@H](C)N.O.O. The highest occupied orbital energy is -8.8 eV.

Each line ends with the Mulliken charge.
CARTESIAN COORDINATES (ANGSTROEM)
O1 -0.87383 0.39672 -2.93378  -0.45
H1 -0.55697 1.23483 -2.55855  0.31
H2 -0.35937 0.39386 -3.74959  0.16
O2 0.18144 2.27143 -1.26200  -0.84
H3 0.88314 1.81671 -0.73977  0.01
H4 -0.57025 2.20573 -0.65584  0.38
C1 -3.77013 3.00612 1.44738  -1.37
C2 -2.29230 3.01579 1.37445  0.39
C3 -1.60434 3.16390 2.72290  -0.81
O3 -0.21521 3.36155 2.61891  -0.29
C4 0.51655 3.46987 3.84066  -0.78
N1 -1.81817 1.82010 0.56586  -0.36
H5 -4.22272 3.21271 0.48984  0.31
H6 -4.19525 3.77305 2.11409  0.55
H7 -4.14731 2.04537 1.85223  0.24
H8 -1.87597 3.82601 0.82267  0.21
H9 -1.75197 2.35397 3.44617  0.37
H10 -2.14871 4.05655 3.07656  0.30
H11 1.39306 4.13965 3.65444  0.20
H12 0.81595 2.49191 4.26742  0.23
H13 -0.02652 4.17381 4.50160  0.44
H14 -2.08941 1.01311 1.10117  0.23
H15 -2.43164 1.77479 -0.26616  0.17
C5 -4.21023 -0.72711 -2.52727  -1.37
C6 -4.79589 0.65974 -2.38253  0.42
C7 -5.87906 0.79352 -1.30740  -0.95
O4 -5.48623 0.30100 -0.03937  -0.10
C8 -6.53832 -0.14366 0.69345  -0.96
N2 -3.67526 1.65883 -2.17950  -0.41
H16 -3.42504 -0.57064 -3.29469  0.27
H17 -4.96382 -1.50892 -2.74094  0.42
H18 -3.69892 -1.11755 -1.66937  0.31
H19 -5.25810 0.89705 -3.35276  0.30
H20 -6.68751 0.14369 -1.65162  0.54
H21 -6.16072 1.88871 -1.33241  0.26
H22 -7.25544 0.65243 0.98268  0.29
H23 -6.13949 -0.58773 1.54097  0.26
H24 -7.01618 -0.97319 0.13095  0.41
H25 -2.88127 1.39731 -2.69188  0.10
H26 -4.01164 2.61954 -2.56493  0.24
C9 3.64237 2.79833 0.18881  -1.46
C10 3.30224 1.46019 0.93905  0.35
C11 3.97500 1.47541 2.29919  0.08
O5 5.39193 1.54759 2.00690  -0.34
C12 6.15825 1.64732 3.16816  -0.80
N3 1.81924 1.25545 0.92084  0.67
H27 4.69288 2.90970 -0.12342  0.28
H28 3.38902 3.62779 0.90192  0.36
H29 2.93756 2.83911 -0.64431  0.36
H30 3.70506 0.63354 0.28088  0.17
H31 3.87944 0.54634 2.77405  -0.05
H32 3.59400 2.34492 2.88360  0.22
H33 6.10858 0.82359 3.88059  0.29
H34 6.07513 2.65709 3.57114  0.30
H35 7.17183 1.49250 2.76471  0.27
H36 1.35598 2.04624 1.41619  0.13
H37 1.53541 0.41388 1.44663  -0.55
C13 4.17175 0.91181 -4.42315  -1.81
C14 2.88923 0.43763 -3.75297  0.60
C15 3.21991 -0.97197 -3.29872  0.84
O6 3.54714 -1.87683 -4.30721  -0.49
C16 2.38658 -2.62518 -4.73905  -0.61
N4 2.66006 1.28403 -2.55452  0.07
H38 4.93696 0.88277 -3.64303  0.36
H39 4.16192 1.93673 -4.77441  0.40
H40 4.38915 0.19472 -5.15388  0.50
H41 2.12517 0.39064 -4.53252  0.13
H42 2.45954 -1.44416 -2.63675  -0.75
H43 4.17092 -0.86941 -2.75874  0.27
H44 1.55783 -1.97737 -5.09402  0.19
H45 2.04731 -3.19774 -3.92252  0.27
H46 2.70686 -3.34257 -5.53583  0.34
H47 2.73817 2.26815 -2.69144  0.34
H48 1.72043 1.09197 -2.13352  -0.30
C17 -1.38039 -2.50250 5.31857  -1.62
C18 -0.73637 -1.81559 4.18946  0.86
C19 0.70407 -2.19581 3.97592  -0.97
O7 1.31967 -1.47865 2.91623  0.11
C20 2.60507 -1.99477 2.65772  -0.94
N5 -1.47208 -2.02015 2.93948  -0.54
H49 -1.21648 -1.88905 6.22259  0.37
H50 -1.18822 -3.57416 5.47280  0.36
H51 -2.48575 -2.45848 5.15063  0.38
H52 -0.88163 -0.77787 4.40500  0.04
H53 0.62341 -3.23028 3.74845  0.37
H54 1.40929 -2.05023 4.82522  0.28
H55 2.79656 -1.66642 1.65059  0.24
H56 2.76047 -3.09477 2.74710  0.39
H57 3.36522 -1.56701 3.30729  0.31
H58 -0.87071 -1.87924 2.07571  0.07
H59 -1.77096 -2.97895 2.82320  0.30
C21 0.98862 -3.67847 -0.25157  -1.45
C22 0.32280 -2.55692 -1.04360  1.52
C23 -0.86291 -2.95432 -1.93705  0.00
O8 -0.36465 -3.50055 -3.05625  -0.25
C24 -1.38137 -3.66833 -4.04199  -0.87
N6 -0.17559 -1.57466 -0.04462  0.21
H60 0.39830 -4.12430 0.59518  0.26
H61 1.89631 -3.27307 0.16112  0.28
H62 1.33297 -4.52014 -0.88784  0.41
H63 1.08780 -2.11112 -1.64022  -0.96
H64 -1.46940 -2.01833 -2.04088  -0.31
H65 -1.56648 -3.59973 -1.40904  0.39
H66 -2.36128 -3.94066 -3.56552  0.34
H67 -1.02977 -4.49927 -4.65519  0.29
H68 -1.56886 -2.82549 -4.67743  0.28
H69 -0.77003 -0.86803 -0.48452  -0.17
H70 0.56258 -1.12545 0.48675  -0.25



Q: Number 4 is which compound?
A: CH7NOS